Entry 1:
Molecular formula: C5H14N2
Method: DFT, the ωB97M-V functional and the def2-TZVPD basis

Each atom is followed by the atoms it is bonded to, with distances in Å.
Atoms and positions in Å:
1 N -1.305 1.902 -2.156  C4 1.513, H16 1.016, H17 1.017
2 N 0.772 -3.218 1.057  C5 1.519, H14 1.011, H19 1.012
3 C -0.035 -0.894 1.295  C5 1.514, C7 1.594, H13 1.092, H15 1.096
4 C -0.204 2.147 -1.147  N1 1.513, C6 1.547, H18 1.085, H21 1.082
5 C 0.717 -1.852 0.394  N2 1.519, C3 1.514, H8 1.083, H10 1.084
6 C 0.320 0.799 -0.597  C4 1.547, C7 1.536, H9 1.089, H20 1.092
7 C 0.044 0.650 0.907  C3 1.594, C6 1.536, H11 1.077, H12 1.083
8 H 1.760 -1.569 0.333  C5 1.083
9 H 1.396 0.790 -0.764  C6 1.089
10 H 0.280 -2.189 -0.538  C5 1.084
11 H 0.879 1.055 1.454  C7 1.077
12 H -0.991 0.951 1.011  C7 1.083
13 H -1.101 -1.104 1.408  C3 1.092
14 H 0.860 -3.089 2.056  N2 1.011
15 H 0.328 -1.052 2.317  C3 1.096
16 H -1.160 2.580 -2.898  N1 1.016
17 H -2.168 2.270 -1.764  N1 1.017
18 H 0.549 2.731 -1.665  C4 1.085
19 H -0.064 -3.732 0.813  N2 1.012
20 H -0.259 0.063 -1.159  C6 1.092
21 H -0.616 2.760 -0.356  C4 1.082

The value obtained for the energy above the lowest of the compared OMol25 structures with the same formula, charge and spin is 35.2 kcal per mole. Its frontier orbital gap is 10.02 eV. The value obtained for the LUMO energy is 1.06 eV. As for the SMILES: NCCCCCN.


Entry 2:
Molecular formula: C3H5N3O
Method: DFT, the ωB97M-V functional and the def2-TZVPD basis

Each atom is followed by the atoms it is bonded to, with distances in Å.
Atoms and positions in Å:
1 O 1.432 -0.629 -0.232  C5 1.457, C6 1.298
2 N -0.245 0.969 -0.128  C6 1.322, C7 1.332
3 N -0.929 -1.087 0.215  N4 1.374, C6 1.415, H12 1.112
4 N -2.000 -0.253 0.000  N3 1.374, C7 1.245
5 C 2.409 0.385 0.141  O1 1.457, H9 1.067, H10 1.126, H11 1.129
6 C 0.202 -0.271 -0.020  O1 1.298, N2 1.322, N3 1.415
7 C -1.572 0.915 -0.029  N2 1.332, N4 1.245, H8 1.190
8 H -2.152 1.907 0.280  C7 1.190
9 H 2.262 0.843 1.093  C5 1.067
10 H 2.344 1.126 -0.705  C5 1.126
11 H 3.235 -0.365 0.310  C5 1.129
12 H -1.162 -2.052 -0.288  N3 1.112

The value obtained for the energy above the lowest of the compared OMol25 structures with the same formula, charge and spin is 69.1 kcal per mole. Its frontier orbital gap is 10.16 eV. The value obtained for the LUMO energy is 0.84 eV. As for the SMILES: COc1ncn[nH]1.


Entry 3:
Molecular formula: C4H6N
Method: DFT, the ωB97M-V functional and the def2-TZVPD basis

Each atom is followed by the atoms it is bonded to, with distances in Å.
Atoms and positions in Å:
1 N 0.977 0.681 0.172  C3 1.477, C4 1.422, H10 1.041, H11 1.033
2 C -2.448 -0.055 0.319  C5 1.226, H9 1.063
3 C 0.003 -0.196 -0.511  N1 1.477, C4 1.448, C5 1.388
4 C 1.007 -0.723 0.390  N1 1.422, C3 1.448, H6 1.039, H8 1.079
5 C -1.348 -0.063 -0.222  C2 1.226, C3 1.388
6 H 0.840 -1.045 1.364  C4 1.039
7 H 0.554 -0.186 -2.080  no bonds
8 H 1.798 -1.240 -0.131  C4 1.079
9 H -3.467 0.243 0.267  C2 1.063
10 H 1.556 1.292 -0.441  N1 1.041
11 H 0.527 1.292 0.873  N1 1.033

The value obtained for the energy above the lowest of the compared OMol25 structures with the same formula, charge and spin is 98.9 kcal per mole. Its frontier orbital gap is 10.03 eV. Its total charge is +1. The value obtained for the LUMO energy is -5.04 eV.


Computed values of HOMO (unit: hartree) for the preceding records, in sequence: -0.3294, -0.3424, -0.5536.